{
  "formula": "C19H18N2O4S",
  "method": "ωB97M-V with the def2-TZVPD basis set",
  "symbols": ["S", "O", "O", "O", "O", "N", "N", "C", "C", "C", "C", "C", "C", "C", "C", "C", "C", "C", "C", "C", "C", "C", "C", "C", "C", "C", "H", "H", "H", "H", "H", "H", "H", "H", "H", "H", "H", "H", "H", "H", "H", "H", "H", "H"],
  "xyz": [[-0.1282, 1.4796, 2.2554], [-3.0339, 1.1405, 4.9052], [-2.6023, -0.2416, 0.0700], [-0.2449, -1.2369, -2.1271], [4.8318, -0.8103, -4.2671], [-4.0603, -0.0512, 2.6661], [-2.8412, 0.4886, 2.7329], [-3.3152, -1.1946, -1.8106], [5.5160, -1.9489, -4.7285], [2.9141, -2.1883, -3.6253], [-0.2499, 2.2154, 4.7258], [-1.0088, 1.5959, 3.7599], [2.9456, 0.1863, -3.3078], [-3.8506, -0.7313, 0.3082], [-0.9508, -0.0877, -1.7086], [-2.2880, -0.5224, -1.2106], [1.6764, 0.1444, -2.7637], [1.6448, -2.2304, -3.0821], [-4.3240, -1.3319, -0.8366], [-0.6739, 2.4872, 6.1272], [1.0303, 2.5868, 4.2422], [1.2351, 2.2579, 2.9434], [-2.3759, 1.0713, 3.8906], [3.5805, -0.9728, -3.7456], [1.0106, -1.0708, -2.6470], [-4.4919, -0.5868, 1.5916], [1.1214, -3.1683, -2.9857], [6.4744, -1.5871, -5.0978], [3.3696, -3.1097, -3.9511], [-1.0722, 0.6091, -2.5526], [2.1057, 2.4223, 2.3395], [0.0218, 2.0158, 6.8204], [-5.4896, -0.9961, 1.6561], [-2.2312, 0.4660, 1.9160], [-0.6581, 3.5605, 6.3143], [-0.4223, 0.4247, -0.8920], [3.4686, 1.1247, -3.4029], [-5.2754, -1.8083, -0.9560], [1.7645, 3.0821, 4.8528], [5.6888, -2.6697, -3.9224], [1.2229, 1.0660, -2.4351], [4.9767, -2.4399, -5.5454], [-3.3368, -1.5473, -2.8206], [-1.6743, 2.1071, 6.3045]],
  "lowdin_charge": [1.049, 0.083, 0.056, -0.029, -0.090, 0.079, 0.019, 0.008, -0.095, -0.018, -0.296, -0.370, -0.001, -0.232, -0.119, -0.217, -0.018, 0.000, 0.001, -0.026, -0.140, -0.392, -0.462, -0.283, -0.269, -0.077, 0.120, 0.092, 0.104, 0.144, 0.065, 0.088, 0.119, 0.068, 0.089, 0.123, 0.119, 0.114, 0.114, 0.095, 0.105, 0.095, 0.119, 0.066],
  "homo_energy_ev": -8.16,
  "gap_ev": 8.31,
  "energy_ha": -1543.41318,
  "de_lowest_kcal_mol": 109.36
}